(1)
The following is a quantum chemistry calculation of a molecular structure, C42H47AsFInN2O2SeSi2, from the Open Molecules 2025 dataset.

Geometry (Å):
In  1.747  0.185  1.083
C  3.427  2.083  -1.919
O  2.996  0.784  -1.565
C  3.359  -0.233  -2.343
C  3.953  -0.063  -3.593
C  4.345  -1.150  -4.357
C  4.171  -2.432  -3.864
C  3.576  -2.612  -2.627
C  3.132  -1.537  -1.851
N  2.553  -1.721  -0.575
N  2.284  -2.945  -0.376
C  1.917  -3.452  0.820
C  2.122  -2.798  2.078
O  2.650  -1.663  2.199
C  1.775  -3.541  3.272
C  1.285  -4.797  3.232
C  1.115  -5.489  1.993
C  0.649  -6.813  1.948
C  0.524  -7.486  0.758
C  0.853  -6.829  -0.436
C  1.287  -5.526  -0.422
C  1.443  -4.819  0.790
H  4.515  2.111  -2.033
H  3.145  2.718  -1.083
H  2.941  2.425  -2.839
H  4.117  0.934  -3.975
H  4.785  -0.991  -5.335
H  4.510  -3.292  -4.430
H  3.441  -3.605  -2.224
H  1.907  -3.017  4.211
H  1.015  -5.313  4.148
H  0.384  -7.300  2.881
H  0.171  -8.510  0.739
H  0.755  -7.357  -1.378
H  1.522  -5.012  -1.343
C  -1.049  1.475  4.806
Si  0.005  0.019  4.149
C  -0.657  -1.447  5.187
C  1.778  0.260  4.748
C  -0.226  -0.047  2.294
Si  -1.479  -1.156  1.470
C  -1.057  -1.859  -0.236
C  -3.104  -0.171  1.265
C  -2.000  -2.694  2.468
H  -1.009  1.543  5.897
H  -2.095  1.342  4.514
H  -0.699  2.425  4.394
H  -0.269  -1.384  6.207
H  -0.364  -2.414  4.775
H  -1.748  -1.427  5.247
H  1.861  0.246  5.840
H  2.179  1.204  4.374
H  2.410  -0.527  4.333
H  -0.514  0.969  1.998
H  -0.615  -1.081  -0.864
H  -1.953  -2.243  -0.735
H  -0.334  -2.675  -0.153
H  -2.968  0.686  0.600
H  -3.445  0.204  2.234
H  -3.898  -0.797  0.846
H  -1.140  -3.335  2.679
H  -2.716  -3.282  1.887
H  -2.472  -2.437  3.417
C  -2.124  5.337  -5.637
C  -2.056  5.844  -4.348
C  -1.610  5.047  -3.300
C  -1.210  3.731  -3.512
C  -1.313  3.234  -4.813
C  -1.766  4.015  -5.865
As  -0.404  2.407  -2.210
C  -2.179  1.646  -1.875
C  -3.236  2.396  -1.369
C  -4.491  1.829  -1.202
C  -4.711  0.507  -1.566
C  -3.664  -0.250  -2.070
C  -2.405  0.317  -2.213
C  -0.253  3.614  -0.692
C  -0.751  3.248  0.555
C  -0.583  4.070  1.657
C  0.086  5.278  1.529
C  0.595  5.650  0.295
C  0.435  4.819  -0.805
H  -2.441  5.969  -6.459
H  -2.353  6.871  -4.161
H  -1.572  5.469  -2.301
H  -1.022  2.202  -4.996
H  -1.832  3.600  -6.865
H  -3.074  3.432  -1.092
H  -5.302  2.418  -0.789
H  -5.692  0.064  -1.440
H  -3.838  -1.283  -2.348
H  -1.575  -0.280  -2.574
H  -1.239  2.288  0.662
H  -0.963  3.754  2.621
H  0.240  5.909  2.395
H  1.134  6.585  0.191
H  0.868  5.102  -1.759
F  0.227  0.765  -0.543
Se  3.275  2.059  1.673

## Properties
spin multiplicity	1
LUMO energy	4.21	eV
gap between HOMO and LUMO	0.1927	Eh
charge	-2

Atom charges from the Mulliken analysis, given in e for atoms 1 to 5: atom 1 (In): 1.220, atom 2 (C): -1.025, atom 3 (O): 0.445, atom 4 (C): 0.455, atom 5 (C): -0.676

(2)
The following is a quantum chemistry calculation of a molecular structure, C6H13HoO3 in a non-equilibrium geometry, from the Open Molecules 2025 dataset.

Geometry (Å):
H  -2.064  1.986  -0.328
C  -2.103  1.242  0.479
H  -2.795  0.006  -1.688
H  -3.144  1.126  0.817
H  -1.460  1.569  1.302
C  -2.470  -0.693  -0.904
H  -3.352  -1.040  -0.342
O  -1.601  -0.001  0.008
C  -1.675  -1.858  -1.484
H  -2.388  -2.495  -2.039
H  -0.962  -1.446  -2.226
O  -0.999  -2.565  -0.492
C  2.288  -1.137  1.536
H  2.704  -1.907  0.877
O  2.880  0.508  -0.016
C  2.409  0.176  1.163
C  2.692  1.856  -0.459
H  1.880  2.329  0.109
H  2.403  1.791  -1.512
H  2.211  0.994  1.867
H  3.621  2.425  -0.336
Ho  -0.234  -1.527  1.066
H  2.160  -1.339  2.603

## Properties
spin multiplicity	5
LUMO energy (spin up / spin down)	-9.16 / -9.00	eV
ΔE to the lowest compared entry with this formula, charge and spin	0.0000	eV
gap between HOMO and LUMO (spin up / spin down)	0.3180 / 0.3243	Eh
charge	+2
⟨S²⟩	6.00

Atom charges from the Mulliken analysis, given in e for atoms 1 to 5: atom 1 (H): 0.272, atom 2 (C): -0.667, atom 3 (H): 0.388, atom 4 (H): 0.339, atom 5 (H): 0.308

(3)
The following is a quantum chemistry calculation of 5 unconnected molecules or ions with the total composition C3H17NO4 in a non-equilibrium geometry, from the Open Molecules 2025 dataset.

Geometry (Å):
C  -0.754  1.314  -2.624
C  -0.591  0.806  -1.146
C  -0.056  1.997  -0.349
N  -2.089  1.875  -2.701
H  -0.795  0.506  -3.364
H  0.020  2.001  -2.948
H  0.123  -0.020  -1.152
H  -1.559  0.409  -0.839
H  -0.474  2.105  0.658
H  -0.376  2.932  -0.817
H  1.014  1.997  -0.160
H  -2.229  2.737  -2.158
H  -2.862  1.208  -2.760
H  -1.233  -1.909  1.514
H  -1.054  -3.004  0.468
O  -1.733  -2.536  0.941
H  -0.841  -0.068  2.464
H  0.602  -0.514  2.595
O  -0.318  -0.878  2.672
H  2.841  -2.177  -1.041
H  2.050  -2.489  0.235
O  2.541  -1.793  -0.219
H  2.884  0.739  2.398
H  2.524  -0.535  1.626
O  2.316  -0.041  2.435

## Properties
spin multiplicity	2
LUMO energy (spin up / spin down)	-3.47 / -8.50	eV
ΔE to the lowest compared entry with this formula, charge and spin	0.0000	eV
gap between HOMO and LUMO (spin up / spin down)	0.3642 / 0.1794	Eh
charge	+1
⟨S²⟩	0.75

Atom charges from the natural (NBO) analysis, given in e for atoms 1 to 5: atom 1 (C): -0.269, atom 2 (C): -0.380, atom 3 (C): -0.633, atom 4 (N): -0.268, atom 5 (H): 0.246

(4)
The following is a quantum chemistry calculation of 2 unconnected molecules or ions with the total composition C7H12O4Si in a non-equilibrium geometry, from the Open Molecules 2025 dataset.

Geometry (Å):
C  1.002  3.125  0.065
C  0.356  2.285  -0.702
C  -0.470  1.265  -0.010
C  -0.846  0.093  -0.560
O  -0.550  -0.218  -1.887
C  -1.700  -0.773  0.197
C  -3.050  -0.745  0.267
C  -0.930  -2.039  0.619
H  1.727  3.801  -0.411
H  0.784  3.067  1.068
H  0.512  2.276  -1.795
H  -0.755  1.404  0.998
H  0.413  -0.328  -2.034
H  -3.680  -1.550  0.534
H  -3.595  -0.135  -0.482
H  -0.269  -1.663  1.372
H  -1.494  -2.888  1.061
H  -0.318  -2.317  -0.190
O  2.182  -0.485  -1.639
Si  2.227  -0.836  -0.181
O  2.402  -2.270  0.544
O  2.163  0.172  1.115
H  1.731  -2.381  1.227
H  2.159  1.141  0.825

## Properties
spin multiplicity	1
LUMO energy	-0.01	eV
ΔE to the lowest compared entry with this formula, charge and spin	2.4086	eV
gap between HOMO and LUMO	0.3215	Eh
charge	0

Atom charges from the natural (NBO) analysis, given in e for atoms 1 to 5: atom 1 (C): -0.434, atom 2 (C): -0.190, atom 3 (C): -0.293, atom 4 (C): 0.260, atom 5 (O): -0.728

charge of number 4 (C7H12O4Si)? 0